Below is C19H16N2O5 in the gas phase in a non-equilibrium geometry, with properties calculated with ωB97M-V/def2-TZVPD.

```
42
Properties=species:S:1:pos:R:3:forces:R:3
O 3.71405 1.16350 -0.32104 0.4 0.3 0.1
O 5.22681 -4.96770 -0.13993 -0.2 -0.5 0.0
O 6.29470 -3.10237 -0.10437 -1.1 -0.3 0.0
O 2.29697 3.06189 0.88640 -0.1 -0.2 -0.6
O -2.31979 2.38770 1.42324 0.0 -0.8 -0.5
C 2.71547 0.45908 -0.24998 -0.1 0.9 0.3
C -2.17539 -0.07600 -0.01235 -2.9 0.0 1.0
C -3.38802 0.37556 0.41558 1.9 -0.5 -0.8
C -0.03338 2.77020 1.01904 0.4 -0.9 -0.6
C 1.63917 -3.13513 -0.71487 1.6 1.2 0.4
C 2.84302 -3.82663 -0.53362 -0.3 1.6 -0.3
C 4.02328 -1.68680 -0.19073 -0.7 -0.7 -0.2
C 1.22287 2.29051 0.60554 0.0 1.4 1.1
C -1.16183 1.98637 0.82959 0.7 -0.4 0.3
C 2.81425 -0.99739 -0.35047 -0.6 -1.2 -0.2
C 1.39125 1.04002 0.03113 0.3 -1.1 -0.4
C -1.02238 0.73845 0.17776 1.1 -0.3 -0.7
C 1.62749 -1.70416 -0.63519 0.1 -0.4 0.4
C 0.25762 0.26587 -0.20548 -0.4 0.9 0.4
C 4.04157 -3.08521 -0.28671 -3.3 1.7 -0.5
N 0.43061 -0.98454 -0.80690 -0.6 -0.7 -0.5
N 5.24331 -3.75612 -0.16877 3.5 -0.6 0.3
C -0.17387 -1.16982 -2.14151 -0.2 0.9 -0.4
C -4.09735 2.72222 -0.15713 0.6 -0.4 -0.8
C -4.58171 1.70454 2.06815 0.1 1.1 0.7
C -3.55591 1.77890 0.93712 -1.1 0.3 -0.2
H 3.05180 2.66646 0.38672 -0.1 0.1 0.4
H -2.13411 -1.08104 -0.40685 0.3 0.0 0.1
H -4.25584 -0.28024 0.38378 0.1 0.3 0.0
H -0.11054 3.71186 1.50238 0.0 0.6 0.4
H 0.73461 -3.68643 -0.82537 -0.5 -0.2 -0.3
H 2.82635 -4.89548 -0.66381 0.3 -0.1 0.3
H 4.92256 -1.13099 -0.00278 0.2 0.0 0.0
H -0.65519 -2.14368 -2.19763 0.3 -0.1 -0.4
H -0.93037 -0.39990 -2.38134 0.2 -0.4 0.7
H 0.59095 -0.95304 -2.91523 -0.2 -0.8 0.3
H -3.27966 2.95037 -0.88269 -0.6 -0.1 0.5
H -4.51877 3.64224 0.23645 0.3 0.2 0.2
H -4.90091 2.23795 -0.71475 0.0 -0.1 0.0
H -5.53814 1.31997 1.73012 0.0 -0.2 -0.4
H -4.81280 2.70374 2.47677 0.3 -0.3 -0.2
H -4.26278 1.08527 2.89968 0.3 -0.2 0.0
```
Forces are in eV/Å.

Its highest occupied orbital energy is -8.1 eV. For the HOMO-LUMO gap, the calculation gives 7.18 eV. As for the SMILES: Cn1c2ccc([N+](=O)[O-])cc2c(=O)c2c(O)cc3c(c21)C=CC(C)(C)O3. The value obtained for the relative energy (zero: lowest compared OMol25 entry of this formula, charge and spin) is 114.3 kcal per mole.

Per-atom Löwdin charges, elementary charge units: O 0.08; O 0.08; O 0.07; O 0.08; O 0.04; C -0.26; C -0.02; C -0.01; C 0.09; C 0.03; C 0.05; C 0.11; C -0.23; C -0.18; C -0.05; C -0.02; C -0.09; C -0.13; C -0.11; C -0.15; N -0.07; N -0.37; C -0.02; C -0.01; C -0.03; C -0.52; H 0.09; H 0.11; H 0.12; H 0.13; H 0.11; H 0.12; H 0.13; H 0.09; H 0.10; H 0.11; H 0.10; H 0.08; H 0.09; H 0.09; H 0.09; H 0.09